No. 1
Density functional theory data (ωB97M-V/def2-TZVPD) for a structure of composition C23H35OSW.

```
! RIJCOSX wB97M-V def2-TZVPD def2/J DEFGRID3
* xyz 3 1
C 0.65790 2.25519 -0.86333
C -0.34347 1.54462 -1.61729
C 0.28894 0.96438 -2.77103
C 1.69506 1.24653 -2.69224
C 1.91735 2.07449 -1.52961
W 1.15318 0.12644 -0.93296
C 0.60024 -1.76942 1.20985
C 0.69874 -0.18123 1.13239
H -0.19641 0.33676 1.54778
C 2.08140 0.31704 1.15803
H 2.81555 -0.52920 1.25843
H 2.39676 1.26989 1.64530
C 0.40617 -2.20356 2.71292
H -0.47349 -1.69948 3.16705
H 0.24363 -3.32569 2.82443
H 1.31339 -1.89507 3.29086
C 1.90467 -2.48033 0.67657
H 2.36493 -2.08233 -0.25804
H 2.64936 -2.48810 1.47492
H 1.69388 -3.51952 0.38337
C -1.80736 1.56446 -1.33252
H -2.03287 1.32762 -0.27862
H -2.24447 2.56223 -1.53153
H -2.34516 0.83519 -1.96109
C -0.39672 0.27339 -3.89460
H -1.23569 -0.33934 -3.55643
H -0.79017 0.97552 -4.64304
H 0.29077 -0.38481 -4.43080
C 2.74375 0.68806 -3.57252
H 2.50335 -0.33421 -3.87857
H 2.87514 1.27795 -4.48581
H 3.70798 0.65916 -3.06304
C 3.22211 2.63991 -1.11601
H 4.02932 1.91639 -1.25697
H 3.47318 3.52203 -1.71544
H 3.21753 2.94901 -0.06864
C 0.38039 3.15053 0.29685
H 1.30469 3.42817 0.81763
H -0.10270 4.08594 -0.03683
H -0.29340 2.69113 1.03384
C -0.19919 -1.59051 -1.04094
C -0.42550 -2.19900 0.27037
C -0.46733 -2.40908 -2.17921
C -1.04897 -3.48215 0.40421
H -1.15070 -1.21821 -0.28844
C -1.04769 -3.65652 -2.03935
H -0.08797 -2.14051 -3.18408
C -1.41293 -4.12201 -0.75712
H -1.23833 -3.97227 1.37748
H -1.08527 -4.36053 -2.87759
H -1.86603 -5.11990 -0.66716
C -2.72133 0.07629 4.40520
S -3.46870 0.88227 2.99787
C -3.48774 2.58021 3.54569
O -2.45408 0.79388 1.89965
H -3.28665 0.29786 5.31034
H -1.70226 0.45273 4.50138
H -2.72809 -1.00438 4.22211
H -2.46273 2.91797 3.67936
H -4.00776 3.16893 2.78502
H -4.01821 2.65518 4.49200
*
```

Output
- HOMO level (eV) = -16.40
- ΔE to the lowest compared entry with this formula, charge and spin (kcal/mol) = 10.4


No. 2
Density functional theory data (ωB97M-V/def2-TZVPD) for the molecule C25H35N3O3S.

```
! RIJCOSX wB97M-V def2-TZVPD def2/J DEFGRID3
* xyz 0 1
C 0.06626 2.28614 3.08005
C 1.05800 1.39407 2.40373
C 2.39004 1.77402 2.27785
C 3.29268 0.97664 1.59663
C 2.85757 -0.20100 1.02077
S 3.99927 -1.20330 0.06583
O 3.29068 -2.33779 -0.44960
O 5.17442 -1.42181 0.85960
N 4.47928 -0.29897 -1.24598
C 5.46889 0.72397 -1.04484
C 3.54002 -0.18648 -2.34495
C 2.21190 0.38409 -1.92399
C 2.10666 1.68155 -1.43119
C 0.90752 2.14571 -0.93568
C -0.23028 1.33729 -0.94125
C -1.44134 1.91813 -0.31610
O -1.47647 3.07579 0.07646
N -2.56677 1.16799 -0.12407
N -2.73379 -0.13840 -0.39992
C -3.82291 -0.75788 -0.18110
C -3.83898 -2.21672 -0.54261
C -3.10876 -3.11622 0.47889
C -3.63548 -2.89769 1.89480
C -1.60106 -2.89557 0.42788
C -5.09701 -0.17760 0.37432
C -6.09026 0.19637 -0.74282
C -7.42882 0.60137 -0.13024
C -5.54661 1.32040 -1.62104
C -0.14522 0.06711 -1.50412
C 1.06757 -0.40159 -1.97277
C 1.54944 -0.61762 1.16576
C 0.65688 0.17770 1.86056
H -0.47005 2.86326 2.32531
H -0.66307 1.70436 3.63920
H 0.55836 2.98264 3.75362
H 2.72189 2.70393 2.71596
H 4.33092 1.25622 1.51898
H 6.09338 0.39191 -0.21829
H 5.03805 1.70324 -0.80794
H 6.08740 0.81584 -1.94010
H 3.38997 -1.19617 -2.73614
H 4.00286 0.43006 -3.12055
H 2.96966 2.33035 -1.42651
H 0.82648 3.14182 -0.52745
H -3.32854 1.70228 0.29859
H -3.35404 -2.34995 -1.51096
H -4.87485 -2.54885 -0.62561
H -3.31724 -4.15335 0.19230
H -4.71050 -3.06071 1.94083
H -3.15961 -3.59291 2.58246
H -3.41934 -1.88612 2.23161
H -1.20650 -3.15783 -0.55043
H -1.10292 -3.51109 1.17310
H -1.36615 -1.85322 0.62135
H -5.56474 -0.92488 1.01720
H -4.90190 0.70730 0.98665
H -6.24684 -0.68757 -1.37140
H -7.84275 -0.20764 0.46777
H -8.14308 0.84830 -0.91203
H -7.30739 1.47376 0.50889
H -6.25018 1.54485 -2.41944
H -4.59961 1.03878 -2.07606
H -5.39887 2.22845 -1.03882
H -1.01970 -0.55870 -1.55228
H 1.13544 -1.40412 -2.36736
H 1.25347 -1.55696 0.72767
H -0.36816 -0.14240 1.97752
*
```

Output
- HOMO level (eV) = -8.90
- ΔE to the lowest compared entry with this formula, charge and spin (kcal/mol) = 0.5
- SMILES = Cc1ccc(S(=O)(=O)N(C)Cc2ccc(C(=O)NN=C(CC(C)C)CC(C)C)cc2)cc1


No. 3
Density functional theory data (ωB97M-V/def2-TZVPD) for a structure of composition C22H35BBrF4N2O2RuSbSe5Si4.

```
! RIJCOSX wB97M-V def2-TZVPD def2/J DEFGRID3
* xyz -1 2
Ru -0.59780 -0.53660 -0.13690
Se 1.38820 -0.32980 -0.55420
N 1.84850 -1.35050 -1.86050
C 3.10720 -1.06300 -2.07610
C 3.92460 -1.75120 -2.98780
C 5.24070 -1.39730 -3.08420
C 5.77620 -0.35500 -2.31050
C 4.99480 0.37850 -1.45120
C 3.65430 0.03510 -1.33010
N 2.79820 0.70430 -0.52260
H 3.49830 -2.56290 -3.56440
H 5.88320 -1.93650 -3.76790
H 6.83070 -0.12970 -2.39650
H 5.38480 1.18450 -0.85050
C -3.02280 -1.55900 3.06750
Si -3.08100 0.21700 2.39140
C -4.89660 0.84660 2.38100
C -1.86550 1.32230 3.38210
Si -2.89130 -0.27410 -0.33430
Si -3.46130 2.31550 -1.09280
C -5.12980 1.95670 -1.95030
C -3.79770 3.43110 0.45040
C -2.07100 2.95100 -2.26130
Si -3.67040 -2.14630 -1.38900
C -5.47070 -2.11200 -0.79240
C -3.64250 -1.81220 -3.26970
C -3.08560 -3.93870 -1.09530
H -3.34500 -1.58840 4.10540
H -2.00910 -1.95050 3.03960
H -3.65750 -2.24100 2.50090
H -5.09070 1.39850 3.29250
H -5.54910 -0.02080 2.37990
H -5.16770 1.47160 1.54030
H -1.63180 0.85140 4.33660
H -2.21810 2.34940 3.57770
H -0.89480 1.36660 2.84240
H -5.85860 1.54020 -1.26380
H -5.01600 1.25560 -2.77040
H -5.54970 2.86840 -2.35580
H -4.83930 3.54710 0.73100
H -3.38360 4.43840 0.24300
H -3.21310 3.02060 1.31520
H -2.26770 2.83340 -3.32380
H -1.14570 2.37700 -2.02950
H -1.80060 3.99490 -2.02840
H -5.90210 -1.11500 -0.81750
H -5.58970 -2.50780 0.21320
H -6.04520 -2.73980 -1.46250
H -4.36320 -1.04100 -3.53220
H -3.91510 -2.71690 -3.81110
H -2.66800 -1.49830 -3.64230
H -2.95530 -4.14500 -0.03110
H -2.13090 -4.14580 -1.58520
H -3.81550 -4.65350 -1.47920
F 2.05830 -1.69710 3.65890
B 1.64140 -1.16900 2.49430
F 0.20730 -1.11780 2.47700
F 2.06380 0.11930 2.25250
F 2.04150 -1.95770 1.39100
Se -1.15860 5.99400 1.11360
Sb -0.45120 3.45070 0.82050
Se 1.82750 4.32390 1.16310
Se -1.30060 4.61480 2.67800
Se -0.01570 1.30670 0.21530
Br 3.66490 -6.77970 -0.21370
C 2.31210 -5.43640 -0.32730
C 2.07820 -4.82480 -1.54770
C 1.09030 -3.86480 -1.64110
C 0.39020 -3.50280 -0.49720
C 0.60010 -4.15460 0.71270
C 1.57240 -5.12940 0.80270
C -0.64450 -2.47430 -0.57120
O -0.91690 -1.88860 -1.66000
O -1.36500 -2.26760 0.45160
H 2.65990 -5.08560 -2.41900
H 0.86400 -3.40620 -2.59760
H 0.02300 -3.87670 1.58810
H 1.75240 -5.63260 1.74080
*
```

Output
- HOMO level (alpha / beta) (eV) = -4.87 / -4.79


No. 4
Density functional theory data (ωB97M-V/def2-TZVPD) for the ion C4H11S with charge +1.

```
! RIJCOSX wB97M-V def2-TZVPD def2/J DEFGRID3
* xyz 1 1
C -1.60206 -1.06875 0.14490
C -0.79088 1.56468 -0.03873
C 0.89035 -0.44120 1.41029
C 1.01244 -0.17876 -1.38870
S -0.24398 -0.21373 0.06067
H -1.63078 -2.01314 0.57264
H -2.26190 -0.82955 -0.59500
H 0.14833 2.21545 -0.19661
H -1.02055 1.67494 1.00438
H -1.46390 1.48263 -0.87063
H 1.91373 -0.13846 0.96903
H 1.02056 -1.47087 1.65096
H 0.41713 -0.09866 2.39543
H 1.46614 0.69955 -1.41742
H 0.51667 -0.09955 -2.39632
H 1.62871 -1.08458 -1.30489
*
```

Output
- HOMO level (eV) = -13.13
- ΔE to the lowest compared entry with this formula, charge and spin (kcal/mol) = 71.4


No. 5
Density functional theory data (ωB97M-V/def2-TZVPD) for a structure of composition C19H27CsN7O5S2.

```
! RIJCOSX wB97M-V def2-TZVPD def2/J DEFGRID3
* xyz 1 1
Cs -2.11273 0.07544 -2.59861
C -2.92618 4.34319 1.92759
N -1.97333 4.57857 0.85522
C -1.14805 5.67666 0.75079
C -0.43439 5.53443 -0.37309
N -0.82182 4.33347 -0.97272
C -1.79289 3.73361 -0.18678
S -2.63884 2.28750 -0.33244
C -0.27626 3.88529 -2.21004
C 0.60068 4.70473 -2.92393
C 1.11328 4.23172 -4.11587
C 0.74306 2.97488 -4.57682
C -0.13897 2.26080 -3.79672
N -0.63820 2.69382 -2.63989
H -2.90359 5.20512 2.58887
H -2.65771 3.44147 2.47390
H -3.92158 4.21337 1.50934
H -1.14298 6.45860 1.48816
H 0.31663 6.17898 -0.78204
H 0.87638 5.68720 -2.57890
H 1.79480 4.85506 -4.67871
H 1.12229 2.57742 -5.50652
H -0.48565 1.27408 -4.09360
C -3.34953 -3.35983 -4.23166
C -2.29947 -2.59007 -4.98858
N -1.81576 -3.14072 -6.10909
O -1.90601 -1.49734 -4.57329
H -3.64558 -4.28819 -4.71485
H -4.22908 -2.72775 -4.11503
H -2.96320 -3.59155 -3.23894
H -2.14127 -4.03109 -6.43992
H -1.11308 -2.64693 -6.63418
C 1.89478 -1.98817 6.94553
C 1.41857 -1.98752 5.49949
S 2.19440 -3.29351 4.58620
O 3.60206 -3.00178 4.49105
O 1.72769 -4.54389 5.11920
C 1.52314 -3.15845 2.94592
C 2.14110 -2.04252 2.12108
N 1.48064 -1.94351 0.81481
C 0.40053 -1.17135 0.52331
N 0.04134 -1.27903 -0.74501
C 0.92228 -2.15332 -1.31402
C 1.80815 -2.56556 -0.37189
N 2.84289 -3.54816 -0.53044
O 3.35498 -4.00490 0.47528
O 3.09840 -3.88078 -1.66768
C -0.32068 -0.33351 1.51906
H 1.40790 -1.17177 7.47681
H 2.97213 -1.84428 7.00248
H 1.63866 -2.92402 7.43835
H 1.67089 -1.04873 5.00103
H 0.34201 -2.15231 5.43278
H 0.43912 -3.06061 3.03254
H 1.74281 -4.12601 2.49137
H 3.19766 -2.23069 1.96458
H 2.04454 -1.07023 2.59861
H 0.88827 -2.45736 -2.34641
H 0.34177 0.08339 2.27560
H -1.08585 -0.91900 2.03442
H -0.82114 0.48567 1.00427
*
```

Output
- HOMO level (eV) = -10.48
- ΔE to the lowest compared entry with this formula, charge and spin (kcal/mol) = 10.7


No. 6
Density functional theory data (ωB97M-V/def2-TZVPD) for a cluster of 12 separate species, C6H34BF4N12O11 in total.

```
! RIJCOSX wB97M-V def2-TZVPD def2/J DEFGRID3
* xyz 0 2
B 0.83740 0.93562 -0.28535
F 0.85048 2.20192 0.20065
F 1.53402 0.74895 -1.46950
F 1.34587 0.07059 0.59095
F -0.43121 0.54585 -0.41381
O -0.37983 -1.89878 -1.71806
H -0.67067 -1.85740 -2.62907
H -0.50247 -1.00930 -1.38636
O -0.11633 1.67025 -4.31261
H 0.54865 1.56156 -3.63274
H 0.15117 1.06952 -5.00816
O -1.14384 -1.99887 0.90789
H -0.26544 -1.62066 0.86786
H -1.56854 -1.70520 0.10190
O 4.23607 0.71234 -0.58147
H 3.75101 -0.08759 -0.37885
H 3.70008 1.41680 -0.21721
O 3.01684 2.52604 3.01773
H 3.91712 2.26833 2.81943
H 2.52153 2.29078 2.23316
C 0.86614 -1.47336 4.06626
O 1.74156 -2.27902 4.08692
N 0.77840 -0.38880 3.35786
N -0.21406 -1.62133 4.71357
H 1.36620 -0.35095 2.53739
H -0.05838 0.17491 3.31184
H -0.34365 -2.20554 5.52720
H -0.91179 -0.92415 4.49627
C -1.84217 4.31703 0.04973
O -2.79829 5.00427 -0.13301
N -0.90843 4.01961 -0.76246
N -1.61159 3.70214 1.26634
H -0.96314 4.52615 -1.63454
H -0.11059 3.46952 -0.47795
H -2.44276 3.80014 1.83172
H -0.86349 3.08878 1.55654
C 2.11104 -4.06074 0.85390
O 2.06193 -4.83723 -0.04338
N 2.61044 -2.86940 0.63526
N 1.87554 -4.41654 2.09578
H 2.96387 -2.88967 -0.31067
H 2.86807 -2.18761 1.33446
H 1.38929 -5.29142 2.23079
H 1.66848 -3.60362 2.65827
C 2.54200 -1.18068 -4.91391
O 1.80430 -0.55041 -5.67001
N 3.20904 -2.22352 -5.24906
N 2.68988 -0.83922 -3.65536
H 3.58442 -2.76314 -4.48224
H 3.37427 -2.54143 -6.19338
H 2.15818 -0.04425 -3.33068
H 3.36449 -1.22087 -3.00779
C -2.82372 0.76998 3.04238
O -1.83562 1.12817 3.56657
N -3.80691 0.19813 3.65863
N -3.20083 1.03777 1.83703
H -4.66197 -0.00123 3.15940
H -3.74584 -0.11038 4.61841
H -2.39939 1.28055 1.27237
H -4.03659 0.51283 1.62243
C -3.79328 0.52288 -2.45380
O -4.81760 -0.10716 -2.71139
N -3.72573 1.36796 -1.52798
N -2.64231 0.29297 -2.92115
H -4.55544 1.38079 -0.95219
H -2.89435 1.89644 -1.30526
H -2.44894 -0.25678 -3.74607
H -1.90240 0.90664 -2.61124
*
```

Output
- HOMO level (alpha / beta) (eV) = -8.83 / -8.80